Entry 1:
C6H21O6V | the ωB97M-V functional and the def2-TZVPD basis

Summary:
* molecular weight: 240.172 Da
* energy relative to the best compared isomer or geometry (same formula, charge and spin): 9.2 kcal per mole
* net charge: -1
* <S²>: 3.755
* multiplicity: 4

XYZ file:
```
34
Properties=species:S:1:pos:R:3:forces:R:3
V 0.36076 0.13779 -0.97547 0.86 1.21 3.36
C -2.40761 -1.12772 2.45803 0.22 0.60 0.00
C -1.50519 -1.70126 1.36121 -0.11 -0.12 -0.94
O -1.00910 -0.73964 0.53107 0.40 0.55 -0.88
H -1.85416 -0.31787 2.94547 -0.10 -0.10 0.12
H -2.76067 -1.84202 3.20711 0.17 -0.21 -0.02
H -3.28994 -0.67284 1.99834 0.05 0.02 -0.06
H -2.15352 -2.40496 0.78428 0.09 -0.31 0.13
H -0.69390 -2.31648 1.79630 -0.10 -0.09 0.31
C -2.15453 3.01621 -0.09711 0.09 0.16 -0.03
C -0.87639 3.01985 -0.93853 0.85 0.48 0.16
O 0.17052 2.30961 -0.41106 -0.64 -1.35 -0.88
H -2.00757 3.51932 0.86231 0.30 -0.24 0.07
H -2.43343 1.97621 0.08559 -0.27 0.08 0.05
H -2.93835 3.60742 -0.58771 -0.20 -0.33 -0.19
H -0.57306 4.08095 -1.08287 -0.09 0.19 0.10
H -1.13489 2.73583 -1.98577 -0.28 -0.35 -0.17
C 2.34312 -1.25439 2.25363 0.10 -0.24 0.05
C 2.82491 -0.85419 0.86430 0.23 1.12 -0.43
O 2.22758 0.29204 0.37879 -0.87 -0.94 -1.36
H 3.16223 -1.75992 2.77973 -0.20 -0.24 0.12
H 1.47880 -1.91268 2.14171 -0.01 0.02 0.31
H 2.04015 -0.38962 2.84323 0.04 0.13 -0.15
H 2.71888 -1.76602 0.22773 -0.08 0.00 -0.14
H 3.92294 -0.68459 0.86926 0.10 -0.19 0.30
O -0.93382 -0.16261 -2.68763 -0.40 -0.08 -0.75
H -0.82431 -0.97301 -3.19388 -0.04 0.00 0.15
H -1.74669 0.24027 -3.01460 0.06 0.15 0.37
O 1.21686 -2.02805 -1.73913 -0.16 -0.03 -0.27
H 1.40622 -2.76773 -1.14764 -0.09 0.31 0.21
H 0.99729 -2.42810 -2.58695 0.08 0.01 0.08
O 1.82178 0.86134 -2.55092 0.74 -0.37 -0.19
H 2.65482 0.91483 -2.04813 -0.45 -0.01 0.39
H 1.95022 1.39203 -3.34068 -0.30 0.16 0.15
```
Positions in Å, forces in eV/Å.

***

Entry 2:
C33H28N5O2ReS4Sb | the ωB97M-V functional and the def2-TZVPD basis

Summary:
* molecular weight: 962.855 Da
* energy relative to the best compared isomer or geometry (same formula, charge and spin): 15.5 kcal per mole
* net charge: +1

XYZ file:
```
74
Properties=species:S:1:pos:R:3:forces:R:3
Re 8.48964 -16.52602 -10.06907 -0.48 0.38 -0.33
O 3.74791 -19.57809 -14.41104 0.13 -0.61 -0.10
N 4.58454 -20.41410 -14.09526 -0.65 0.98 0.30
O 4.58546 -21.56124 -14.45127 0.40 -0.11 0.14
C 5.62122 -19.91226 -13.14249 0.05 -0.32 -0.21
C 6.33333 -20.85689 -12.48878 0.02 -0.16 0.12
C 7.37156 -20.49230 -11.55858 -0.17 0.15 -0.34
C 8.20186 -21.40468 -10.87621 -0.32 -0.89 -0.11
C 9.13558 -20.95297 -9.99696 0.44 0.54 0.23
C 9.32181 -19.55637 -9.84582 -0.31 -1.14 -0.41
N 8.55141 -18.68134 -10.47776 0.24 0.25 0.12
C 7.59020 -19.14231 -11.33408 -0.14 0.03 0.05
C 6.80721 -18.16000 -12.02479 -0.03 0.47 0.37
N 7.08867 -16.87245 -11.69720 0.21 0.01 0.17
C 6.42828 -15.89280 -12.29424 0.34 -0.13 -0.02
C 5.46750 -16.13898 -13.27173 -0.31 1.02 -0.11
C 5.15461 -17.42477 -13.60964 0.30 -0.03 0.25
C 5.80946 -18.48395 -12.94411 0.31 -0.76 -0.13
H 6.09088 -21.90896 -12.65090 0.17 0.32 -0.08
H 8.10513 -22.48192 -11.05596 -0.11 0.45 0.07
H 9.76190 -21.63696 -9.42335 -0.13 0.27 -0.25
H 10.14392 -19.22411 -9.24019 -0.07 0.43 0.05
H 6.70470 -14.88866 -12.01733 0.04 0.12 0.10
H 4.98876 -15.24682 -13.71878 0.23 -0.89 0.13
H 4.44151 -17.66060 -14.36223 -0.37 0.10 -0.30
S 11.42065 -16.39461 -5.31612 -0.39 -0.10 -0.02
Sb 10.13594 -17.41402 -6.81246 0.91 0.46 0.18
S 10.59814 -16.61363 -8.98435 -0.09 0.09 -0.13
S 7.98219 -18.34031 -6.88137 0.29 -0.79 0.14
S 9.73373 -19.75103 -6.66659 -0.83 0.39 -0.05
N 10.86918 -9.08286 -16.17953 -0.14 -0.38 0.24
C 10.63379 -9.96841 -15.48083 0.17 0.52 -0.13
C 10.37488 -11.06370 -14.58415 -0.04 0.42 -0.03
C 10.63307 -10.91629 -13.21538 0.43 0.08 -0.10
C 10.45346 -12.01175 -12.39442 -0.43 0.22 0.21
C 9.90629 -13.16860 -12.95214 0.13 -1.03 0.90
C 9.61794 -13.31025 -14.30457 -0.16 -0.01 0.28
C 9.85864 -12.23741 -15.12647 0.24 0.08 0.46
C 9.60790 -14.26759 -12.07021 -0.28 -0.17 0.30
C 9.26058 -15.13461 -11.28575 0.01 -0.03 -0.25
H 11.02050 -9.97459 -12.81606 -0.16 -0.35 -0.26
H 10.63408 -11.96868 -11.31123 0.00 -0.01 -0.64
H 9.18717 -14.25060 -14.64702 0.17 0.32 -0.09
H 9.66000 -12.28789 -16.16611 -0.12 -0.01 -0.81
C 9.28170 -13.23427 -8.65641 -0.02 -0.76 0.49
C 9.05491 -13.65229 -7.17942 0.46 0.47 -0.32
C 8.78811 -12.33243 -6.43755 0.33 0.52 0.73
C 7.94208 -14.63941 -6.82849 -0.69 -0.09 0.31
C 7.70097 -14.87503 -5.45994 0.57 0.28 -0.52
C 6.59605 -15.56369 -5.02233 0.32 -0.04 0.97
C 5.63191 -15.97220 -5.90827 -0.58 -0.62 -0.60
C 5.82899 -15.89322 -7.28608 -0.34 0.74 0.46
C 4.61839 -16.19498 -8.15215 -0.09 0.09 -0.79
C 4.01485 -14.92233 -8.79493 0.84 0.33 0.43
C 4.80284 -17.23051 -9.26464 0.52 -0.04 -0.23
C 7.04518 -15.29300 -7.71535 0.53 -0.15 -0.08
N 7.57652 -15.58011 -8.98517 -0.06 -0.28 -0.11
H 9.74514 -12.24974 -8.68723 -0.17 0.07 0.08
H 8.31281 -13.21472 -9.14964 0.09 0.23 -0.38
H 9.96637 -13.90371 -9.18015 -0.34 0.00 0.04
H 9.97950 -14.08917 -6.79144 0.10 0.11 0.05
H 7.89470 -11.83746 -6.79441 -0.44 -0.08 -0.25
H 9.58881 -11.59041 -6.59624 -0.05 -0.55 -0.02
H 8.67569 -12.42510 -5.35431 0.02 -0.17 -0.12
H 8.44001 -14.53103 -4.74541 -0.10 0.09 -0.02
H 6.48365 -15.77409 -3.95683 -0.02 0.15 -0.31
H 4.72362 -16.45558 -5.53432 0.27 0.28 -0.18
H 3.84516 -16.61213 -7.51904 0.04 0.00 0.52
H 4.74236 -14.50948 -9.51456 -0.20 0.05 0.27
H 3.73099 -14.13378 -8.07218 0.26 -0.47 -0.28
H 3.14053 -15.19996 -9.35457 -0.51 -0.12 -0.25
H 5.19305 -16.74609 -10.17278 -0.19 -0.20 0.30
H 3.82734 -17.67146 -9.51007 0.35 -0.05 0.03
H 5.52658 -18.00733 -8.96053 -0.41 0.04 -0.15
```
Positions in Å, forces in eV/Å.

***

Entry 3:
C2H4N2O2 | the ωB97M-V functional and the def2-TZVPD basis

Summary:
* molecular weight: 88.066 Da
* energy relative to the best compared isomer or geometry (same formula, charge and spin): 103.2 kcal per mole
* structure (SMILES): [H]/N=C\NOC=O

XYZ file:
```
10
Properties=species:S:1:pos:R:3:forces:R:3
C -1.24282 0.46223 0.04417 -8.50 0.33 -1.13
C 1.63764 -0.45947 -0.09814 5.55 0.94 -3.87
H -1.67996 -1.23992 -0.62201 0.27 -1.17 -0.20
H -1.71705 1.48747 0.36628 1.06 -1.47 -1.13
H 0.42450 1.19368 0.40286 -0.79 -2.06 1.70
H 2.35481 -1.30316 -0.33755 -1.01 0.46 0.65
N -2.11032 -0.34048 -0.55966 2.91 2.59 1.19
N -0.18816 0.33052 0.81763 4.03 2.97 -0.07
O 0.60058 -0.78482 0.50470 -3.08 -2.12 2.20
O 1.92078 0.65396 -0.51827 -0.43 -0.48 0.65
```
Positions in Å, forces in eV/Å.

***

Entry 4:
C22H19O4P | the ωB97M-V functional and the def2-TZVPD basis

Summary:
* molecular weight: 378.364 Da
* energy: -40585.4737 eV

XYZ file:
```
46
Properties=species:S:1:pos:R:3:forces:R:3
O 1.40647 0.15632 1.67840 1.18 1.13 -0.65
C 0.50146 -0.60239 1.84335 -1.51 -4.10 3.11
C 0.70939 -2.08850 2.03683 8.05 0.85 1.47
C -0.08820 -3.10499 1.94314 3.95 -3.71 0.86
C 0.44127 -4.43675 2.05517 -4.12 -2.95 1.78
C 1.64252 -4.75595 2.63261 -1.11 -2.82 -0.20
C 2.61470 -3.70019 2.87929 -5.34 -3.75 -1.87
C 2.18796 -2.56736 2.39904 -2.28 6.13 0.04
H 2.92247 -1.78739 2.53458 -0.05 0.68 -0.62
H 3.55020 -4.00300 2.93542 4.49 -0.65 1.15
H 1.67851 -5.95666 2.78869 0.84 3.20 -0.05
H -0.48436 -5.41757 2.06022 3.13 3.23 -0.44
H -0.92258 -2.86527 1.55711 -6.68 0.58 -2.49
C -0.92884 -0.19115 2.20696 2.86 1.75 0.96
C -1.18098 0.78460 1.02101 -5.75 4.87 6.80
C -0.79907 2.32518 1.54126 -1.60 3.42 -4.05
O -1.46916 3.33676 1.19551 0.97 -3.84 1.61
O 0.42614 2.52225 1.98636 -0.54 -1.67 0.01
H 0.81468 1.62688 1.75116 1.20 0.48 0.87
H -2.38431 0.87852 1.12768 2.57 0.01 -1.10
H -1.51103 -1.06730 2.15439 -1.00 -0.62 0.05
H -0.90458 0.24042 3.37794 -0.26 -0.79 -3.43
P -0.71565 0.19122 -0.48117 -0.94 2.49 -5.72
O -0.62812 -1.22160 -0.32471 0.43 -4.78 0.45
C -1.92552 0.64024 -1.89694 6.55 4.20 3.11
C -3.17151 0.35058 -1.65162 6.66 -5.73 7.56
C -3.97169 0.79535 -2.47783 -14.69 -2.74 -2.31
C -4.00857 1.54745 -3.49180 8.92 5.33 -1.19
C -2.55427 2.17765 -3.45331 -5.70 2.73 -8.21
C -1.57971 1.85144 -2.68866 -3.63 -6.14 3.32
H -0.67190 2.10194 -2.88034 5.62 1.79 -0.76
H -2.31324 2.79171 -4.45479 -0.52 -0.67 2.57
H -4.70181 1.93918 -4.12820 -1.89 0.37 -1.40
H -4.98905 0.30882 -2.37297 0.36 0.29 0.35
H -3.23123 -0.41507 -0.80971 -1.27 0.93 -1.35
C 0.77656 0.94034 -0.95256 5.77 3.99 -2.24
C 1.19148 2.29714 -1.17313 -8.63 4.24 4.01
C 2.31108 3.01217 -1.16100 3.03 -18.07 -0.83
C 3.40920 1.99700 -1.65737 1.43 2.38 2.16
C 3.17161 0.55846 -1.48692 12.67 6.41 -4.59
C 2.00899 0.31669 -1.20775 -12.11 -11.47 4.52
H 1.78333 -0.93060 -0.95760 0.92 2.97 -0.90
H 4.14181 -0.04378 -1.79913 -2.74 0.53 1.05
H 4.54228 2.48099 -1.91505 -3.29 -1.65 0.58
H 2.56204 3.80973 -1.40281 2.83 13.65 -2.96
H 0.34123 3.17648 -0.88074 1.22 -2.47 -1.08
```
Positions in Å, forces in eV/Å.

***

> molecular weight of number 2 (C33H28N5O2ReS4Sb)?

962.855 Da